Entry 1:
{"formula": "C39H34BiClN3SSi2", "method": "ωB97M-V/def2-TZVPD", "species": ["C", "C", "C", "S", "C", "H", "C", "C", "C", "C", "H", "H", "H", "C", "H", "C", "C", "C", "C", "H", "C", "H", "C", "H", "C", "H", "H", "H", "H", "H", "C", "H", "C", "H", "C", "H", "H", "C", "C", "C", "Cl", "H", "C", "C", "C", "C", "C", "H", "C", "H", "C", "H", "H", "C", "N", "H", "C", "Bi", "C", "C", "H", "H", "H", "H", "Si", "H", "C", "C", "N", "C", "H", "Si", "N", "H", "C", "C", "H", "H", "H", "H", "C"], "xyz": [[0.244, -2.675, -0.640], [2.772, -1.965, 2.659], [-1.269, 3.774, -1.720], [4.078, -2.680, 3.491], [-0.434, 2.528, 6.180], [-3.274, 4.405, -1.204], [3.882, -1.561, 4.808], [1.675, 2.962, -6.070], [-0.906, 2.361, -5.172], [-1.814, -1.783, -1.506], [2.399, -4.305, -4.683], [-2.188, 0.407, -0.031], [-3.451, -3.187, -1.701], [-0.700, 1.442, -1.256], [-0.019, -2.943, -7.988], [1.448, 1.777, -5.358], [-1.917, 1.329, -0.554], [-2.668, -0.361, 3.392], [-2.411, -3.045, -1.393], [1.829, 0.099, -2.267], [1.588, 1.560, 7.101], [-1.519, -0.069, 5.318], [0.736, 1.786, 6.024], [0.643, 2.895, -2.149], [-0.055, -1.714, -6.219], [1.664, -2.350, -3.322], [1.998, 1.824, 9.187], [-2.142, -5.120, -0.832], [-1.792, -0.206, -4.016], [1.551, -4.615, -7.001], [2.853, -0.701, 4.542], [-0.750, -1.001, -6.671], [-0.347, 2.722, -1.718], [1.272, -2.556, -0.300], [-0.678, 3.532, -5.896], [-1.627, 3.634, 7.608], [-1.514, 4.200, -6.106], [-1.395, -2.137, 2.675], [-0.357, -3.929, -0.501], [-2.540, 3.596, -1.168], [1.800, 0.191, 0.186], [4.474, -1.511, 5.710], [0.610, 3.825, -6.356], [-0.769, -1.619, 3.857], [-1.677, -4.133, -0.911], [-2.845, 2.382, -0.551], [1.245, -3.744, -6.422], [-3.235, -1.545, 1.582], [0.360, -2.815, -6.972], [-1.904, 2.127, -4.790], [1.715, -3.573, -5.114], [2.451, -2.288, 1.672], [-2.427, -0.958, -1.877], [-1.596, -0.518, 4.330], [1.162, 1.001, 4.950], [0.208, -4.762, -0.077], [0.134, 2.788, 8.536], [0.326, 0.420, 2.848], [0.397, -1.550, -4.896], [1.310, 2.034, 8.369], [-3.817, 2.258, -0.068], [0.029, -2.104, 4.420], [-1.077, 2.659, 5.313], [-3.495, 0.343, 3.493], [0.492, 0.003, -1.656], [2.277, 1.096, -5.144], [1.303, -2.477, -4.348], [0.150, 1.473, -4.913], [2.528, 0.617, 6.656], [2.256, 0.310, 5.367], [-1.080, -3.037, 2.147], [-0.318, -0.079, -4.005], [2.240, -0.909, 3.303], [0.779, 4.738, -6.928], [-2.534, -1.357, 2.396], [-0.446, -1.602, -1.223], [2.681, 3.207, -6.419], [-1.006, 4.736, -2.170], [3.293, 0.224, 7.189], [-0.133, 3.180, 9.519], [-0.725, 3.040, 7.451]], "molar_mass_g_mol": 877.4, "charge": 1, "energy_ev": -90410.697, "gap_ev": 3.532}

=====

Entry 2:
{"formula": "C39H30GeN3O4RuS", "method": "ωB97M-V/def2-TZVPD", "species": ["H", "H", "H", "C", "H", "O", "C", "H", "C", "C", "C", "N", "H", "H", "H", "C", "C", "C", "C", "C", "C", "H", "H", "H", "C", "Ge", "C", "C", "S", "H", "C", "C", "O", "C", "N", "H", "C", "H", "C", "N", "O", "H", "H", "C", "C", "H", "C", "H", "H", "C", "C", "C", "C", "C", "C", "C", "O", "C", "Ru", "H", "H", "H", "H", "C", "H", "C", "C", "H", "H", "H", "C", "C", "C", "C", "H", "C", "H", "H", "C"], "xyz": [[-2.525, 3.135, 2.574], [-3.963, -1.571, 2.247], [-2.906, -1.968, -1.402], [-4.166, 1.776, 2.698], [4.304, -2.168, 0.318], [-4.631, -2.866, -5.895], [-3.362, -1.975, -3.497], [5.509, -1.032, 1.927], [0.995, 2.857, -0.592], [2.347, -6.333, -3.663], [-0.030, 3.046, 5.942], [2.285, -1.998, -0.084], [1.446, 1.885, -0.779], [-1.103, 1.615, 4.765], [-5.619, 0.194, 2.769], [-3.137, -1.388, -4.738], [-1.888, 1.118, 2.175], [0.244, 3.034, 0.567], [1.428, -3.176, -1.751], [-2.317, -0.206, 2.102], [-2.731, -1.500, -2.362], [-0.569, 2.806, 6.852], [-0.392, -5.377, -5.429], [-0.655, 6.284, 0.066], [0.342, 2.657, 3.568], [-0.002, 1.591, 1.901], [2.347, -5.304, -2.732], [1.078, 0.048, 1.424], [-1.191, 0.331, -0.974], [1.353, 0.494, 3.966], [-0.189, 5.324, -0.126], [-2.830, 2.099, 2.487], [-3.747, -1.218, -7.082], [0.390, -5.375, -4.680], [2.226, -0.164, 2.178], [3.108, -7.103, -3.626], [3.370, -1.693, 0.613], [1.197, 4.543, 6.874], [3.448, 0.375, 4.208], [2.456, -3.071, -0.981], [0.389, -2.374, -1.734], [2.410, 5.079, 4.782], [-1.600, -0.978, 1.847], [-1.599, 0.147, -3.678], [1.392, -4.295, -2.749], [0.665, 5.927, -2.005], [-3.897, -1.909, -5.912], [-3.182, -0.454, -6.924], [-4.040, -2.816, -3.444], [1.153, 3.893, -1.505], [4.700, -0.013, 3.599], [-0.328, 2.374, 4.759], [-1.853, -0.406, -2.412], [4.619, -0.635, 2.403], [0.555, 5.126, -1.283], [-0.329, 4.287, 0.789], [-0.578, -3.419, -3.825], [0.956, 4.022, 5.954], [0.648, -0.909, -0.224], [1.738, 3.727, -2.402], [-0.430, -2.807, -3.045], [-4.883, 2.556, 2.927], [3.397, 0.744, 5.224], [1.636, 4.321, 4.782], [1.344, -7.155, -5.380], [-3.648, -0.537, 2.323], [-4.577, 0.452, 2.613], [-0.889, 4.474, 1.699], [5.645, 0.123, 4.107], [-1.962, 0.130, -5.759], [1.329, 3.644, 3.606], [0.392, -4.340, -3.738], [2.305, 0.251, 3.520], [3.392, -0.861, 1.709], [-0.895, 0.967, -3.746], [-2.230, -0.331, -4.810], [3.101, -5.254, -1.956], [1.873, 3.886, 2.700], [1.360, -6.360, -4.643]], "molar_mass_g_mol": 810.4, "charge": -2, "multiplicity": 2, "energy_ev": -123524.188, "gap_ev": [4.815, 4.941]}

=====

Entry 3:
{"formula": "C34H40BF2NO2S", "method": "ωB97M-V/def2-TZVPD", "species": ["H", "H", "C", "H", "C", "C", "H", "H", "H", "C", "C", "C", "H", "H", "C", "N", "H", "C", "H", "C", "H", "C", "C", "B", "H", "H", "C", "C", "C", "C", "H", "H", "H", "C", "H", "H", "C", "F", "H", "C", "H", "C", "H", "H", "H", "H", "H", "O", "C", "C", "H", "O", "H", "H", "H", "C", "C", "C", "C", "C", "C", "H", "C", "H", "H", "H", "C", "H", "C", "H", "C", "F", "H", "H", "C", "S", "H", "C", "H", "C", "H"], "xyz": [[0.321, -5.378, -2.688], [-3.469, -7.706, 0.535], [1.369, -0.796, 4.963], [3.935, 4.111, 1.397], [6.551, 1.003, 5.180], [4.718, 4.526, 2.035], [1.866, 4.904, 2.869], [-0.485, -2.416, 4.668], [5.847, 4.330, 5.267], [2.942, -2.940, -4.049], [3.907, -0.547, 3.844], [7.103, 2.292, 8.729], [3.788, -2.333, -4.416], [-3.940, -6.682, 1.922], [7.349, 1.256, 6.365], [1.443, -3.198, 4.557], [5.707, 4.327, 1.608], [-1.800, -4.997, 1.490], [5.939, 5.572, 3.995], [5.199, 1.215, 5.408], [-4.592, -6.373, 0.288], [4.680, 3.928, 3.433], [3.321, 4.107, 4.235], [4.073, 1.975, 4.405], [-2.109, -5.003, 2.549], [2.217, 3.177, 2.582], [2.266, -3.779, -4.960], [-2.541, -5.762, 0.562], [-1.271, -4.588, -1.174], [2.047, -1.962, 4.501], [6.986, 3.384, 8.696], [2.197, -4.520, 3.070], [0.379, -0.859, 5.410], [1.215, -4.503, -4.406], [2.718, -5.098, -6.589], [8.150, 2.045, 8.884], [2.586, -4.013, -6.403], [0.402, -5.219, -5.260], [4.587, 5.613, 2.117], [0.028, -3.364, 4.853], [6.505, 1.913, 9.560], [6.611, 1.668, 7.473], [-1.288, -4.215, -2.193], [-0.161, -3.670, 5.899], [3.123, 6.233, 4.347], [-0.088, -3.718, 1.853], [3.900, -2.670, 3.539], [3.379, 2.979, 5.111], [0.980, -3.554, -0.759], [-2.185, -5.545, -0.767], [1.635, -3.098, -0.025], [4.800, 2.499, 3.307], [-0.407, -4.123, 4.182], [4.078, 5.539, 5.678], [3.180, -4.372, 4.536], [0.946, -4.569, -3.053], [2.153, -4.400, 4.166], [3.341, -1.812, 3.911], [5.892, 4.488, 4.183], [2.079, 3.947, 3.358], [-0.267, -4.117, -0.279], [3.108, -2.185, -2.031], [3.251, 0.577, 4.327], [1.757, -3.700, -7.065], [1.646, -5.281, 4.580], [2.303, 5.372, 5.645], [1.981, 0.457, 4.872], [7.011, 0.761, 4.222], [-0.674, -4.250, 1.100], [6.828, 4.045, 3.800], [-3.692, -6.671, 0.856], [-2.810, -6.313, -1.728], [4.905, -0.428, 3.436], [1.207, 3.693, 3.971], [3.207, 5.388, 5.038], [4.923, 1.657, 7.063], [1.467, 1.346, 5.239], [2.558, -2.854, -2.697], [8.451, 1.219, 6.388], [1.477, -3.622, -2.128], [3.502, -3.499, -6.709]], "molar_mass_g_mol": 575.6, "energy_ev": -58435.102, "gap_ev": 1.808}

=====

Entry 4:
{"formula": "C7H18N2", "method": "ωB97M-V/def2-TZVPD", "species": ["H", "H", "C", "N", "H", "N", "H", "C", "H", "H", "C", "H", "H", "H", "H", "H", "H", "H", "H", "H", "H", "C", "C", "C", "C", "H", "H"], "xyz": [[1.832, -1.151, 1.400], [1.026, 0.680, -2.277], [-0.833, -0.600, 1.637], [2.083, -0.454, 0.706], [2.658, 0.127, -1.865], [-1.767, 2.299, 0.954], [2.213, 0.439, 1.170], [0.990, -1.794, -0.970], [-1.603, 0.105, -1.681], [0.405, 1.815, 1.012], [-1.729, -0.365, -0.703], [0.553, -2.497, -0.255], [-0.294, 1.989, -0.662], [-2.043, 1.883, 1.843], [-2.723, -0.105, -0.327], [-0.192, -0.154, 2.401], [0.367, -1.782, -1.868], [1.999, 1.517, -1.047], [-0.612, -1.671, 1.580], [1.962, -2.208, -1.273], [-1.866, -0.508, 1.985], [1.142, -0.391, -0.385], [-0.362, 1.501, 0.307], [1.726, 0.536, -1.451], [-0.641, 0.064, 0.276], [-2.561, 2.178, 0.325], [-1.729, -1.452, -0.833]], "molar_mass_g_mol": 130.2, "energy_ev": -10529.719, "gap_ev": 8.777}

=====

Entry 5:
{"formula": "C22H58MgN2O12Pt", "method": "ωB97M-V/def2-TZVPD", "species": ["H", "O", "H", "C", "O", "H", "O", "H", "H", "H", "H", "H", "H", "H", "H", "C", "H", "H", "O", "H", "H", "H", "C", "H", "H", "C", "C", "C", "H", "C", "C", "H", "H", "H", "H", "Mg", "H", "O", "H", "H", "H", "H", "C", "H", "N", "C", "C", "C", "H", "H", "H", "O", "O", "H", "C", "H", "H", "H", "H", "Pt", "H", "H", "H", "H", "H", "C", "H", "C", "N", "H", "H", "O", "O", "H", "H", "C", "H", "C", "H", "C", "C", "H", "O", "H", "O", "H", "O", "H", "H", "C", "H", "C", "H", "H", "H", "C"], "xyz": [[-3.287, 2.756, 4.203], [-1.781, -1.816, 1.893], [3.074, 0.966, -5.609], [-1.956, 1.514, 5.453], [5.050, 0.493, -2.776], [-6.025, 1.398, -0.404], [-1.100, 3.588, 1.892], [1.173, 1.096, 3.182], [-0.889, 0.671, 0.642], [-1.285, -2.287, -3.130], [2.169, -1.202, -1.017], [6.787, 0.313, -4.664], [0.318, -2.143, 4.468], [-2.536, -0.542, 6.088], [-3.465, 1.625, 1.095], [0.033, 0.052, 4.601], [-2.062, 0.118, 3.198], [-4.224, -2.455, -2.716], [-4.496, 1.375, -1.841], [-3.496, 0.731, 6.654], [1.852, -1.046, -5.743], [6.474, -0.259, -6.253], [2.204, 0.501, -3.060], [0.368, 0.945, -0.454], [-3.574, -4.790, -0.505], [-2.936, 0.422, 5.772], [-0.054, 0.788, 7.098], [4.725, -0.356, -5.000], [-0.692, -0.767, -4.445], [3.088, -0.753, -2.964], [2.512, -1.909, -3.797], [-2.869, -3.531, -0.963], [-2.102, 3.674, 5.075], [-1.221, 0.461, -5.157], [-1.110, 4.178, 2.645], [-2.553, 1.162, -2.440], [-3.675, 0.268, 4.985], [-0.860, -0.412, -5.318], [5.936, 0.136, -2.682], [1.951, -0.426, 3.406], [-0.608, -1.813, 5.876], [-0.681, 2.844, 6.656], [-2.735, 2.789, 5.143], [2.891, -2.883, -3.487], [-1.018, 1.151, 4.335], [-4.951, 1.230, -0.479], [-4.338, 2.145, 0.701], [-1.139, 1.856, 6.703], [1.490, -0.308, 6.215], [6.708, -1.428, -5.041], [-1.203, -2.503, 1.561], [-3.170, -3.986, -0.177], [-1.371, 1.879, -0.903], [2.277, -2.714, -5.796], [4.071, -1.596, -5.742], [-0.469, -0.087, 7.598], [3.832, -0.544, -0.996], [4.598, 1.784, -5.044], [-3.610, -1.164, -3.214], [-1.725, 3.979, -0.237], [2.876, 1.346, -2.909], [1.573, 0.533, -2.172], [-1.165, 2.712, 2.272], [-1.817, 1.999, 7.544], [-5.037, 2.099, 1.537], [4.164, 0.949, -5.595], [4.142, -1.509, -6.826], [0.968, 0.042, 3.367], [4.478, -0.567, -3.478], [4.590, -2.508, -5.445], [-4.759, 0.199, -0.181], [-1.091, -2.859, -3.872], [-3.948, 3.489, 0.379], [-1.873, -1.205, 1.161], [3.628, -2.219, -1.365], [2.594, -1.757, -5.380], [-1.431, -2.389, -4.633], [-0.410, -1.440, 4.872], [-0.168, -1.339, -1.351], [3.154, -1.245, -1.483], [-0.699, 0.725, -0.430], [0.623, 1.062, 7.907], [-1.675, 0.991, 3.100], [1.474, 1.317, 5.688], [-1.847, -0.704, -2.452], [0.421, -0.461, 2.569], [-4.447, -1.560, -2.975], [1.630, 0.621, -3.979], [-1.495, -1.285, -0.551], [0.807, 0.482, 5.902], [1.452, -1.879, -3.546], [-0.991, -0.630, -1.262], [-3.443, 2.899, 5.964], [-1.329, -1.737, 4.367], [4.496, 1.113, -6.620], [6.240, -0.458, -5.207]], "molar_mass_g_mol": 762.1, "charge": 1, "multiplicity": 4, "energy_ev": -59980.690, "gap_ev": [4.751, 3.097]}

=====

Entry 6:
{"formula": "C8H7I3", "method": "ωB97M-V/def2-TZVPD", "species": ["H", "C", "C", "I", "H", "C", "I", "C", "C", "H", "H", "I", "H", "C", "C", "H", "H", "C"], "xyz": [[1.847, -1.466, 2.566], [-2.290, 0.567, -1.366], [2.531, 0.023, 1.062], [-2.353, 2.734, -0.979], [-3.357, 0.301, -1.387], [1.547, -0.783, 1.675], [-1.666, -2.268, -1.489], [-1.592, -0.341, -0.343], [0.306, -0.861, 1.233], [2.914, 1.133, -0.786], [0.926, 1.135, -1.620], [-2.877, -0.208, 1.370], [-0.461, -1.459, 1.782], [2.181, 0.553, -0.202], [-0.115, -0.121, 0.099], [3.498, 0.016, 1.439], [-1.874, 0.513, -2.377], [0.833, 0.532, -0.677]], "molar_mass_g_mol": 483.9, "energy_ev": -32710.229, "gap_ev": 8.492}

=====

Entry 7:
{"formula": "C6H10N2O2", "method": "ωB97M-V/def2-TZVPD", "species": ["O", "N", "H", "H", "N", "H", "H", "H", "C", "C", "H", "C", "O", "H", "H", "H", "H", "C", "C", "C"], "xyz": [[-1.492, -2.689, 0.445], [-2.523, -1.537, -1.169], [0.331, 2.908, 1.286], [-1.775, 0.422, 0.911], [-0.473, 0.548, -0.684], [-0.346, -0.603, 1.129], [-2.683, -2.606, -1.246], [1.054, 0.377, -2.186], [-1.822, -1.418, -0.128], [-1.063, -0.229, 0.380], [-0.761, -2.587, 1.065], [0.452, 1.616, -0.416], [2.065, -0.660, 0.758], [0.325, 2.461, -1.099], [0.745, 1.227, 1.713], [1.957, 2.275, 0.946], [2.370, -1.271, -1.138], [0.908, 0.344, -1.103], [1.841, -0.594, -0.433], [0.890, 2.017, 0.968]], "molar_mass_g_mol": 142.2, "smiles": "[H]/N=C(\\O)CN1[C@H](C=O)[C@@H]1C", "energy_ev": -13457.079, "gap_ev": 10.004}

=====

Entry 8:
{"formula": "C15H30N5O4P", "method": "ωB97M-V/def2-TZVPD", "species": ["C", "N", "P", "C", "H", "C", "H", "C", "N", "H", "N", "C", "H", "H", "H", "C", "C", "H", "H", "H", "H", "H", "N", "H", "C", "C", "H", "H", "C", "H", "H", "O", "O", "C", "H", "C", "H", "H", "H", "H", "H", "H", "H", "O", "H", "H", "H", "C", "H", "C", "O", "H", "H", "N", "C"], "xyz": [[2.031, -1.565, -4.769], [-0.681, -0.674, -0.252], [-4.034, -1.433, 2.682], [2.498, -0.184, -2.765], [-0.374, 2.686, 2.217], [-5.015, 0.064, 3.039], [-7.375, -0.387, 1.437], [1.488, -0.403, -5.592], [6.834, 2.257, 1.660], [7.075, -0.469, 0.077], [-4.578, -2.211, 1.453], [6.454, 0.877, -1.512], [1.536, -2.490, -5.066], [-9.721, -1.389, 2.878], [1.626, -0.589, -6.656], [7.044, 2.172, -0.943], [-7.090, -1.007, 3.455], [6.737, -1.267, -1.455], [0.793, 2.009, 3.353], [1.995, 0.882, 1.481], [2.001, 0.528, -5.350], [3.095, -1.695, -4.970], [3.029, 0.761, -2.372], [-5.285, 0.464, 2.058], [-0.093, 0.316, -0.189], [1.819, -1.377, -3.262], [8.098, 2.266, -1.211], [1.469, 1.473, -0.874], [0.300, 1.846, 2.395], [-0.303, 0.941, 2.489], [0.757, -1.280, -3.029], [-2.541, -0.860, 2.581], [-7.228, -2.054, 3.994], [6.938, 2.220, 0.513], [-3.895, -2.363, 0.719], [-7.962, -0.474, 2.352], [-9.576, -1.078, 1.260], [0.421, -0.259, -5.412], [-4.143, -3.167, 3.825], [-4.367, 0.794, 3.526], [8.230, -0.351, -1.254], [1.950, 2.618, 1.246], [0.051, 2.385, -0.351], [-4.045, -2.225, 4.047], [6.521, 3.040, -1.345], [2.199, -2.234, -2.704], [6.518, 0.919, -2.600], [7.167, -0.372, -1.005], [-8.265, 0.530, 2.676], [0.697, 1.538, -0.109], [-6.146, -0.098, 3.885], [-2.297, -0.816, 1.643], [5.396, 0.825, -1.261], [-9.085, -1.362, 2.094], [1.329, 1.722, 1.277]], "molar_mass_g_mol": 375.4, "smiles": "N=P(O)(O)COC(=O)CN.CCCC#N.CCCC#N.CCCC#N", "energy_ev": -40971.528, "gap_ev": 9.621}